Record 1
DFT (the ωB97M-V functional and the def2-TZVPD basis) results for C23H32F16INO6S3 as an isolated structure in a non-equilibrium geometry.

Each line ends with the Löwdin charge.
Cartesian coordinates (Å):
C 6.11 -3.04 -0.13  -0.121
C 4.58 -3.16 -0.14  -0.313
C 3.95 -2.54 1.10  -0.644
I 4.30 -0.41 1.05  1.016
C 2.44 -2.76 1.36  -0.335
O 2.26 -2.59 2.79  -0.183
S 2.57 -4.01 3.51  0.613
O 1.41 -4.39 4.23  -0.203
O 3.84 -3.97 4.13  -0.207
O 2.69 -4.88 2.17  -0.142
C 1.88 -4.17 1.20  -0.293
C 1.69 -4.81 -0.16  -0.126
C 0.39 -4.30 -0.79  -0.230
C -0.85 -4.91 -0.10  -0.504
S -2.02 -3.64 0.38  0.958
C -3.59 -4.45 0.32  -1.064
S -3.71 -6.09 0.23  0.691
N -4.70 -3.65 0.40  -0.206
C -4.54 -2.20 0.16  -0.258
C -4.15 -1.33 1.35  -0.086
C -5.64 -3.99 1.50  -0.239
C -6.75 -4.96 1.08  -0.101
H 6.49 -2.88 0.88  0.071
H 6.44 -2.20 -0.74  0.062
H 6.58 -3.95 -0.51  0.073
H 4.30 -4.21 -0.19  0.095
H 4.21 -2.63 -1.02  0.104
H 4.52 -2.88 1.97  0.069
H 1.88 -2.03 0.79  0.134
H 0.88 -4.11 1.66  0.138
H 1.62 -5.89 -0.03  0.139
H 2.52 -4.63 -0.82  0.100
H 0.37 -3.21 -0.79  0.097
H 0.38 -4.62 -1.83  0.116
H -1.36 -5.61 -0.76  0.037
H -0.56 -5.47 0.79  0.080
H -3.79 -2.09 -0.62  0.086
H -5.48 -1.85 -0.28  0.120
H -3.07 -1.37 1.52  0.044
H -4.68 -1.59 2.27  0.068
H -4.38 -0.30 1.12  0.066
H -5.07 -4.41 2.33  0.118
H -6.09 -3.06 1.85  0.103
H -6.46 -5.99 1.26  0.042
H -6.97 -4.83 0.02  0.077
H -7.66 -4.76 1.66  0.068
C 3.07 6.01 -1.05  -0.034
C 4.47 6.26 -0.47  -0.441
C 5.68 6.15 -1.41  -0.306
F 5.81 4.90 -1.89  0.096
F 6.79 6.45 -0.71  0.101
F 4.67 5.47 0.61  0.143
F 4.47 7.56 -0.04  0.100
O 2.51 4.73 -0.84  0.041
C 2.74 3.72 -1.73  -0.531
C 3.41 2.51 -1.05  -0.332
F 4.59 2.87 -0.53  0.082
F 3.62 1.57 -1.99  0.078
F 3.43 4.13 -2.80  0.157
F 1.53 3.29 -2.19  0.124
H 2.42 6.68 -0.48  0.151
H 3.01 6.32 -2.09  0.149
H 5.58 6.86 -2.24  0.173
H 2.76 2.11 -0.27  0.141
C -3.98 5.30 -1.46  -0.040
C -4.54 3.89 -1.72  -0.444
C -4.99 3.07 -0.50  -0.303
F -3.97 2.83 0.33  0.093
F -5.46 1.88 -0.94  0.091
F -3.68 3.18 -2.46  0.141
F -5.68 4.07 -2.45  0.100
O -2.57 5.43 -1.46  0.052
C -1.82 5.29 -0.32  -0.539
C -0.80 4.15 -0.47  -0.291
F -1.43 2.98 -0.69  0.103
F -0.10 4.04 0.68  0.103
F -2.58 5.14 0.78  0.154
F -1.10 6.42 -0.17  0.140
H -4.30 5.88 -2.32  0.149
H -4.43 5.75 -0.57  0.148
H -5.79 3.59 0.04  0.173
H -0.12 4.35 -1.29  0.145

Charge: 0
HOMO energy (eV): -8.4
E (eV): -122230.3798
E_LUMO (eV): 0.31
Strongest force on any atom (Eh/bohr): 0.0287

Record 2
DFT (the ωB97M-V functional and the def2-TZVPD basis) results for a 3-piece molecular cluster, C23H32F17O6P overall in a non-equilibrium geometry.

Each line ends with the Löwdin charge.
Cartesian coordinates (Å):
O 2.32 2.00 0.99  0.128
C 2.61 0.80 1.20  -0.317
O 2.21 0.03 2.38  0.021
C 2.82 -1.27 2.08  -0.099
C 3.19 -1.42 0.49  -0.278
C 1.96 -2.26 -0.10  -0.193
F 2.22 -3.67 0.08  0.083
F 0.83 -2.01 0.79  0.048
C 1.40 -1.86 -1.54  -0.150
F 1.05 -0.47 -1.49  0.088
F 0.12 -2.54 -1.65  0.061
C 2.24 -2.31 -2.82  -0.152
F 1.35 -3.01 -3.72  0.081
F 3.25 -3.31 -2.55  0.073
C 3.07 -1.13 -3.56  -0.168
F 3.96 -0.61 -2.57  0.085
F 3.92 -1.81 -4.51  0.081
C 2.20 -0.04 -4.35  -0.148
F 0.78 -0.30 -4.33  0.086
F 2.55 -0.19 -5.75  0.076
C 2.57 1.49 -4.02  -0.156
F 2.43 1.81 -2.61  0.076
F 3.98 1.64 -4.31  0.077
C 1.85 2.61 -4.90  -0.193
F 0.58 2.30 -5.44  0.113
F 2.72 2.91 -6.01  0.077
C 1.70 4.02 -4.09  -0.292
F 2.91 4.48 -3.53  0.115
F 1.32 5.00 -5.08  0.076
F 0.61 3.96 -3.18  0.106
P 4.92 -2.17 0.63  0.733
O 4.89 -3.34 1.66  -0.298
O 5.57 -2.76 -0.83  -0.159
O 6.10 -1.04 1.22  -0.151
O 3.35 -0.01 0.23  -0.008
H 3.89 -1.10 2.51  0.130
H 2.50 -2.19 2.66  0.173
H 6.23 -2.12 -1.20  0.093
H 5.72 -0.13 1.21  0.079
C -5.47 -3.60 1.93  -0.116
C -5.53 -2.79 0.64  -0.274
C -4.79 -3.43 -0.53  -0.228
C -3.28 -3.61 -0.32  -0.221
C -2.50 -2.33 -0.02  -0.271
C -2.56 -1.31 -1.15  -0.109
H -4.44 -3.71 2.29  0.065
H -6.04 -3.11 2.71  0.069
H -5.89 -4.60 1.77  0.075
H -5.15 -1.78 0.83  0.098
H -6.58 -2.67 0.36  0.105
H -4.96 -2.84 -1.43  0.100
H -5.23 -4.42 -0.73  0.109
H -2.86 -4.08 -1.22  0.111
H -3.10 -4.33 0.49  0.103
H -1.46 -2.59 0.15  0.075
H -2.86 -1.87 0.90  0.099
H -2.17 -1.73 -2.08  0.068
H -1.96 -0.43 -0.90  0.063
H -3.58 -0.97 -1.34  0.070
C -0.73 1.00 2.69  -0.097
C -1.56 2.14 2.11  -0.257
C -0.84 3.49 2.15  -0.222
C -0.50 4.01 3.55  -0.225
C -1.69 4.17 4.49  -0.274
C -2.71 5.19 4.01  -0.116
H -0.52 1.16 3.75  0.076
H -1.28 0.06 2.60  0.070
H 0.21 0.89 2.16  0.038
H -2.52 2.20 2.63  0.099
H -1.79 1.90 1.07  0.101
H -1.45 4.23 1.62  0.102
H 0.09 3.41 1.57  0.096
H 0.01 4.98 3.44  0.110
H 0.23 3.34 4.02  0.101
H -1.31 4.49 5.47  0.104
H -2.18 3.20 4.66  0.098
H -2.25 6.17 3.87  0.075
H -3.52 5.29 4.74  0.069
H -3.16 4.88 3.06  0.065

Charge: 0
HOMO energy (eV): -10.8
E (eV): -92137.1393
E_LUMO (eV): -0.63
SMILES string: O=C1OC[C@](C(F)(F)C(F)(F)C(F)(F)C(F)(F)C(F)(F)C(F)(F)C(F)(F)C(F)(F)F)(P(=O)(O)O)O1.CCCCCC.CCCCCC
Strongest force on any atom (Eh/bohr): 0.1302

Record 3
DFT (the ωB97M-V functional and the def2-TZVPD basis) results for C23H32FN3O2 in the gas phase.

Each line ends with the Löwdin charge.
Cartesian coordinates (Å):
C -6.41 -0.21 1.37  -0.111
C -5.17 -0.92 0.85  -0.236
H -5.40 -1.42 -0.10  0.113
H -4.86 -1.69 1.56  0.107
C -4.02 0.06 0.63  -0.166
N -2.86 -0.60 0.11  -0.154
C -1.98 -1.37 0.78  -0.029
C -1.11 -1.92 -0.14  -0.157
C -1.57 -1.43 -1.38  -0.311
N -2.62 -0.64 -1.20  0.140
C -1.06 -1.72 -2.74  -0.025
H -0.03 -1.41 -2.86  0.065
H -1.67 -1.20 -3.47  0.076
H -1.12 -2.80 -2.94  0.079
C 0.00 -2.89 0.14  -0.133
N 1.30 -2.38 0.53  -0.164
C 1.37 -1.62 1.75  -0.152
C 1.10 -0.11 1.59  -0.096
H 1.29 0.38 2.55  0.128
H 0.06 0.05 1.31  0.094
C 2.00 0.49 0.51  -0.340
C 3.45 0.48 0.99  -0.467
O 3.79 0.45 2.14  0.130
O 4.31 0.59 -0.02  -0.007
C 5.70 0.65 0.32  -0.215
C 6.51 0.73 -0.96  -0.063
H 7.56 0.77 -0.71  0.077
H 6.32 -0.14 -1.57  0.077
H 6.23 1.62 -1.52  0.077
H 5.86 1.53 0.96  0.129
H 5.95 -0.24 0.91  0.129
C 1.83 -0.32 -0.78  -0.102
C 2.12 -1.81 -0.51  -0.153
H 1.98 -2.38 -1.43  0.120
H 3.16 -1.91 -0.20  0.126
H 2.51 0.05 -1.55  0.126
H 0.80 -0.21 -1.12  0.093
C 1.69 1.99 0.28  -0.063
C 0.28 2.24 -0.19  -0.215
C -0.72 2.52 0.73  0.034
C -2.01 2.75 0.28  -0.278
C -2.34 2.70 -1.06  -0.030
C -1.34 2.42 -1.97  -0.068
C -0.04 2.20 -1.54  -0.047
H 0.73 2.00 -2.27  0.115
H -1.57 2.37 -3.02  0.109
H -3.35 2.88 -1.38  0.117
F -2.97 3.03 1.18  0.045
H -0.51 2.57 1.79  0.130
H 1.86 2.52 1.21  0.136
H 2.39 2.37 -0.47  0.132
H 0.67 -2.05 2.47  0.121
H 2.38 -1.75 2.15  0.122
H -0.33 -3.55 0.96  0.124
H 0.15 -3.51 -0.75  0.120
H -2.03 -1.47 1.85  0.135
H -3.77 0.56 1.57  0.125
H -4.32 0.81 -0.11  0.117
H -6.75 0.54 0.66  0.073
H -6.20 0.29 2.31  0.073
H -7.22 -0.92 1.54  0.069

Charge: 0
HOMO energy (eV): -7.9
E (eV): -35653.9246
E_LUMO (eV): 0.78
Energy relative to the best compared isomer or geometry (same formula, charge and spin) (kcal per mole): 16.7
SMILES string: CCCn1cc(CN2CCC(Cc3cccc(F)c3)(C(=O)OCC)CC2)c(C)n1
Strongest force on any atom (Eh/bohr): 0.0145

no.,HOMO-LUMO gap (Ha)
1,0.319
2,0.374
3,0.321